1.
Entry from the OMol25 dataset: a cluster of 2 separate species, C28H30N2O3 in total at a distorted geometry (ωB97M-V/def2-TZVPD).

Properties
* maximum force: 0.047 Eh/bohr
* energy above the lowest of the compared OMol25 structures with the same formula, charge and spin: 148.42 kJ/mol
* total charge: 0
* LUMO level: -2.1 eV
* HOMO-LUMO gap: 3.17 eV
* E_tot: -1420.14108 Ha

```
63
Properties=species:S:1:pos:R:3:nbo_charge:R:1
C -1.03781 -2.82406 -3.99911 -0.62
C -0.53404 -1.45480 -4.12062 -0.43
C 0.86519 -1.26125 -4.34837 0.48
O 1.67356 -2.18973 -4.45988 -0.72
C 1.33201 0.19173 -4.45364 -0.51
C 0.23452 1.06421 -4.98795 -0.06
O -0.99465 0.91750 -4.22236 -0.55
C -1.47481 -0.33867 -3.99147 0.75
O -2.64810 -0.48665 -3.68048 -0.69
H -2.11836 -2.78891 -3.85022 0.23
H -0.79133 -3.40915 -4.89623 0.20
H -0.55492 -3.33257 -3.15382 0.19
H 1.63777 0.53320 -3.45172 0.17
H 2.19372 0.24794 -5.12460 0.21
H 0.47784 2.12651 -4.89839 0.17
H 0.04584 0.83044 -6.04863 0.18
C 5.32706 -2.23500 -0.96632 -0.42
N 4.08705 -1.67579 -0.46363 -0.30
C 3.46170 -0.60275 -1.01609 0.16
C 2.32168 -0.26260 -0.23891 -0.13
C 1.51318 0.85919 -0.41541 0.05
C 0.27851 1.11238 0.26325 -0.22
C -0.66666 0.09811 0.56108 -0.05
C -1.78299 0.33601 1.34436 -0.12
C -2.03579 1.65041 1.83370 0.33
N -3.12208 1.90330 2.61989 -0.41
C -4.15791 0.90109 2.81356 -0.21
C -3.55668 -0.48950 2.92508 -0.40
C -2.68329 -0.79598 1.71138 -0.43
C -3.50217 3.26537 2.95893 -0.20
C -2.27783 4.12616 3.21878 -0.40
C -1.31521 4.07389 2.03797 -0.42
C -1.12108 2.69380 1.50510 -0.12
C -0.03355 2.42163 0.70276 -0.05
C 2.28142 -1.24737 0.85313 -0.01
C 1.51915 -1.36844 2.00464 -0.20
C 1.78517 -2.40904 2.90685 -0.21
C 2.86103 -3.28313 2.69435 -0.20
C 3.70036 -3.12578 1.57387 -0.22
C 3.38486 -2.11637 0.66938 0.12
H 5.62295 -3.07009 -0.33018 0.22
H 5.20625 -2.58460 -1.99963 0.24
H 6.12772 -1.48267 -0.97000 0.22
H 3.84809 -0.10629 -1.90441 0.24
H 1.91808 1.66172 -1.03974 0.22
H -0.48934 -0.92039 0.21559 0.23
H -4.70284 1.16320 3.73026 0.21
H -4.88254 0.91676 1.97530 0.19
H -2.95214 -0.55450 3.83808 0.20
H -4.36174 -1.22437 2.99923 0.23
H -3.32221 -1.03341 0.84637 0.24
H -2.08706 -1.69539 1.91332 0.22
H -4.10001 3.72168 2.14500 0.19
H -4.13711 3.21683 3.85368 0.21
H -2.59255 5.15696 3.39424 0.22
H -1.76354 3.76668 4.11759 0.21
H -1.68340 4.72858 1.23369 0.22
H -0.34386 4.47857 2.34544 0.22
H 0.64913 3.23016 0.44212 0.21
H 0.72119 -0.65669 2.20243 0.23
H 1.14137 -2.52448 3.77967 0.22
H 3.04626 -4.08323 3.41006 0.23
H 4.56490 -3.76036 1.39169 0.22
```

***

2.
Entry from the OMol25 dataset: the molecule C28H30N2O6 (ωB97M-V/def2-TZVPD).

Properties
* maximum force: 0.016 Eh/bohr
* energy above the lowest of the compared OMol25 structures with the same formula, charge and spin: 44.61 kJ/mol
* total charge: 0
* LUMO level: 0.6 eV
* HOMO-LUMO gap: 8.68 eV
* E_tot: -1645.96895 Ha

```
66
Properties=species:S:1:pos:R:3:nbo_charge:R:1
C -6.23760 -0.63732 -1.42193 -0.63
C -5.15614 -1.70254 -1.53913 -0.07
H -5.47436 -2.62014 -1.03219 0.20
H -4.92489 -1.91478 -2.58525 0.19
O -3.92656 -1.26164 -0.97353 -0.51
C -3.78180 -1.39968 0.35716 0.77
O -4.63551 -1.91528 1.05023 -0.64
C -2.48794 -0.87974 0.81115 -0.17
C -2.14488 -0.78851 2.11851 0.28
N -0.94620 -0.20035 2.46790 -0.58
C -0.25304 0.61188 1.60472 0.27
C -0.56449 0.60724 0.29191 -0.13
C 0.01745 1.53648 -0.65043 0.59
O -0.41392 1.72646 -1.76691 -0.55
C 1.21605 2.35994 -0.13589 -0.41
C 0.66455 3.76049 0.05261 0.83
O 0.19485 4.19487 1.07634 -0.63
O 0.75270 4.44388 -1.08194 -0.49
C 0.11908 5.72291 -1.13603 -0.08
C -1.36830 5.57817 -1.42179 -0.64
H -1.51441 4.97320 -2.31306 0.22
H -1.81200 6.55817 -1.57279 0.21
H -1.86178 5.09011 -0.58477 0.22
H 0.28055 6.24166 -0.18487 0.20
H 0.62606 6.25523 -1.94309 0.19
H 1.92888 2.40046 -0.96262 0.26
C 1.87197 1.79341 1.13297 -0.20
C 2.72944 0.59895 0.77356 -0.07
C 2.43845 -0.70358 1.14051 -0.12
C 3.24741 -1.76269 0.76010 -0.32
C 4.37764 -1.53599 -0.01180 0.30
C 4.69346 -0.22445 -0.36908 -0.25
C 3.88324 0.81688 0.02181 -0.18
H 4.15209 1.82468 -0.26087 0.21
H 5.58074 -0.05169 -0.95742 0.22
O 5.22873 -2.50113 -0.46089 -0.49
C 4.93783 -3.84264 -0.15692 -0.25
H 3.95994 -4.14020 -0.54928 0.17
H 4.96576 -4.02632 0.92237 0.18
H 5.71617 -4.43074 -0.64088 0.20
H 2.97192 -2.75976 1.06654 0.22
H 1.56485 -0.93272 1.72817 0.20
C 0.79776 1.49920 2.18250 -0.46
H 0.34727 2.44796 2.48663 0.27
H 1.24724 1.03715 3.06500 0.22
H 2.53416 2.57042 1.53573 0.23
C -1.49405 -0.45374 -0.24505 -0.33
C -0.63369 -1.60542 -0.73903 0.24
N 0.52488 -1.25057 -1.27688 -0.45
C 1.32133 -2.18264 -1.76165 0.06
C 1.01791 -3.53462 -1.72476 -0.28
C -0.18183 -3.91407 -1.14285 -0.16
C -1.02443 -2.93701 -0.64132 -0.26
H -1.96490 -3.20257 -0.18357 0.22
H -0.45851 -4.95759 -1.08265 0.21
H 1.69487 -4.26709 -2.13802 0.22
H 2.24571 -1.82241 -2.19467 0.20
H -2.01395 -0.05061 -1.12095 0.28
H -0.74664 -0.11736 3.45509 0.40
C -2.95340 -1.24046 3.28915 -0.68
H -3.14470 -0.40279 3.95975 0.22
H -2.40449 -2.00271 3.84217 0.22
H -3.89798 -1.65696 2.95802 0.28
H -5.90002 0.29019 -1.87811 0.21
H -6.46445 -0.45462 -0.37437 0.22
H -7.13935 -0.97501 -1.92466 0.21
```

***

3.
Entry from the OMol25 dataset: a structure of composition C28H30N2O8SSeTeTi (ωB97M-V/def2-TZVPD).

Properties
* maximum force: 0.010 Eh/bohr
* energy above the lowest of the compared OMol25 structures with the same formula, charge and spin: 0.00 kJ/mol
* total charge: -2
* LUMO level (alpha / beta): 4.1 / 4.1 eV
* HOMO-LUMO gap (alpha / beta): 4.95 / 5.49 eV
* E_tot: -5713.67947 Ha
* spin multiplicity: 3

```
72
Properties=species:S:1:pos:R:3:mulliken_charge:R:1
Ti 0.06310 -0.13559 -1.10387 0.35
N 0.06766 -0.29971 1.20810 -0.11
C 1.24542 -0.96603 1.77827 -0.69
C 2.44065 -0.67888 0.89033 -0.51
N 2.06534 -1.03638 -0.47619 -0.40
H 0.04233 0.69051 1.43432 0.01
H -0.79347 -0.73432 1.51980 0.29
H 1.03919 -2.03702 1.75435 0.14
H 1.44065 -0.66583 2.81251 0.35
H 3.31570 -1.23100 1.24881 0.47
H 2.66772 0.38964 0.90387 0.24
H 1.83606 -2.03214 -0.56653 0.06
H 2.77220 -0.80293 -1.16164 0.25
O -1.80818 1.79965 -0.47828 -0.23
C -3.06616 1.16534 -0.28799 3.41
C -2.89177 -0.39206 -0.25137 -0.36
O -3.81134 -1.07888 0.15605 -0.74
O -1.77342 -0.80981 -0.71271 0.49
C -3.98359 1.51479 -1.45959 -0.55
C -4.74584 2.67903 -1.44268 -0.51
C -5.49900 3.04559 -2.54833 -0.86
C -5.48983 2.25337 -3.68852 -0.33
C -4.72253 1.09785 -3.71508 -1.16
C -3.97406 0.72626 -2.60744 0.19
C -3.60678 1.64004 1.05012 -1.38
C -2.83687 2.44746 1.87944 -0.27
C -3.32307 2.86061 3.11546 -0.91
C -4.58543 2.47428 3.53485 -0.29
C -5.36169 1.67153 2.70628 -0.97
C -4.87877 1.25776 1.47618 0.00
H -1.59363 1.75803 -1.42987 0.35
H -4.74679 3.30379 -0.55776 0.42
H -6.08778 3.95519 -2.52079 0.37
H -6.07057 2.54244 -4.55681 0.38
H -4.68685 0.47954 -4.60305 0.45
H -3.36218 -0.16716 -2.66325 0.46
H -1.86057 2.76678 1.54156 0.64
H -2.70819 3.49087 3.74719 0.42
H -4.96517 2.79543 4.49772 0.37
H -6.34984 1.36011 3.02400 0.36
H -5.47426 0.61998 0.83882 0.47
C 2.19542 2.21576 -2.74944 -1.49
C 1.67999 2.51586 -1.37193 0.22
O 1.06696 1.57910 -0.70708 0.35
C 1.86081 3.78467 -0.77440 0.96
C 1.36113 4.04910 0.53514 -0.07
C 1.55410 5.26815 1.14278 -0.60
C 2.24300 6.30078 0.49610 -0.50
C 2.72372 6.07022 -0.79620 -0.60
C 2.54116 4.85618 -1.42263 -0.81
H 2.14051 1.14636 -2.95142 0.32
H 3.23236 2.54366 -2.86851 0.49
H 1.59643 2.71009 -3.51968 0.26
H 0.80979 3.26413 1.03529 0.13
H 1.15620 5.43214 2.13909 0.36
H 2.38824 7.25894 0.97930 0.35
H 3.24570 6.86261 -1.32303 0.34
H 2.91335 4.72040 -2.42982 0.29
O -1.65085 -1.31921 -4.06906 -0.68
Se -0.36943 -0.37540 -3.83891 1.23
O 0.35414 0.14804 -5.17680 -0.73
O 0.75806 -1.05243 -2.75958 -0.82
O -0.73030 0.88190 -2.78633 -0.91
Te -0.08439 -4.01051 -0.19783 -0.21
C 1.59305 -5.18244 0.33430 -0.01
C 2.10019 -6.32071 -0.23918 -0.55
C 3.27821 -6.82074 0.38624 -0.30
C 3.68215 -6.06422 1.44422 -0.58
S 2.60171 -4.74215 1.66886 -0.12
H 1.63433 -6.77712 -1.10161 0.37
H 3.80437 -7.70856 0.05708 0.32
H 4.53542 -6.21834 2.08622 0.36
```

***

4.
Entry from the OMol25 dataset: the molecule C28H30N4O4 (ωB97M-V/def2-TZVPD).

Properties
* maximum force: 0.015 Eh/bohr
* energy above the lowest of the compared OMol25 structures with the same formula, charge and spin: 57.46 kJ/mol
* total charge: 0
* LUMO level: 0.4 eV
* HOMO-LUMO gap: 8.58 eV
* E_tot: -1605.00212 Ha

```
66
Properties=species:S:1:pos:R:3:nbo_charge:R:1
C -7.81500 -1.09445 2.04614 -0.61
C -7.58685 -2.11901 0.94312 -0.38
H -6.83324 -2.83877 1.26367 0.19
H -8.51254 -2.67063 0.76153 0.20
C -7.15825 -1.45586 -0.37171 -0.44
C -5.92934 -0.59778 -0.24178 0.25
N -6.17278 0.68591 -0.20402 -0.42
C -5.16642 1.57252 -0.12455 0.13
C -5.47246 2.94779 -0.06538 -0.18
C -4.46649 3.87146 -0.01504 -0.21
C -3.12208 3.46562 -0.02907 -0.21
C -2.79099 2.13966 -0.08265 -0.20
C -3.80676 1.16358 -0.12210 -0.01
C -3.56467 -0.22984 -0.16201 -0.09
C -4.60954 -1.12918 -0.19788 -0.03
C -4.32270 -2.60552 -0.17310 -0.43
H -3.48704 -2.81877 -0.84497 0.21
H -5.18533 -3.16858 -0.52876 0.22
C -3.95655 -3.07549 1.23840 -0.60
H -3.79436 -4.15141 1.24378 0.21
H -4.75225 -2.84132 1.94159 0.20
H -3.05016 -2.58552 1.58346 0.23
C -2.14698 -0.70660 -0.15391 0.81
O -1.48638 -0.92701 0.82719 -0.58
O -1.69870 -0.89434 -1.40516 -0.49
C -0.34626 -1.29725 -1.50720 -0.17
H -0.17113 -1.49178 -2.56739 0.22
H -0.18001 -2.20648 -0.91768 0.21
C 0.58774 -0.18032 -1.01357 0.68
O 0.19715 0.95472 -0.85048 -0.63
N 1.84430 -0.62025 -0.81308 -0.59
C 3.00405 0.05510 -0.43001 -0.04
C 3.30019 1.26117 0.13067 0.23
N 4.65527 1.30693 0.39436 -0.21
N 5.22922 0.14642 -0.11820 -0.28
C 4.23910 -0.69334 -0.58835 0.60
O 4.38179 -1.82627 -1.01983 -0.65
C 6.53037 -0.25141 0.22146 0.21
C 7.25063 -1.03444 -0.67450 -0.23
C 8.52791 -1.44821 -0.34547 -0.19
C 9.09778 -1.07562 0.86085 -0.22
C 8.37504 -0.30292 1.75429 -0.20
C 7.09022 0.10421 1.44568 -0.27
H 6.51354 0.67659 2.15700 0.22
H 8.80760 -0.02390 2.70358 0.22
H 10.09874 -1.39419 1.10907 0.22
H 9.08344 -2.06078 -1.03924 0.22
H 6.79555 -1.32665 -1.60629 0.24
C 5.40259 2.53990 0.29721 -0.42
H 6.46246 2.32493 0.41409 0.23
H 5.08793 3.20939 1.09615 0.22
H 5.24852 3.03338 -0.66798 0.19
C 2.44883 2.42021 0.49507 -0.67
H 2.51350 2.61362 1.56492 0.23
H 2.76977 3.31572 -0.03606 0.22
H 1.41798 2.20682 0.23112 0.28
H 2.07274 -1.58329 -1.04437 0.43
H -1.75727 1.83049 -0.10302 0.24
H -2.34395 4.21402 0.00158 0.21
H -4.69913 4.92569 0.03119 0.21
H -6.51212 3.23549 -0.06325 0.22
H -7.00375 -2.22197 -1.13438 0.21
H -7.96212 -0.79718 -0.70425 0.23
H -8.55279 -0.35970 1.73383 0.21
H -8.16987 -1.58181 2.95182 0.21
H -6.89204 -0.56716 2.27549 0.21
```

***

Q: The lowest maximum force belongs to which entry?
A: C28H30N2O8SSeTeTi